No. 1
A cluster of 6 separate species, C37H78F5N4O10S2 in total, computed with ωB97M-V/def2-TZVPD.

Its relative energy (zero: lowest compared OMol25 entry of this formula, charge and spin) is 37.6 kJ/mol. As for the frontier orbital gap: 0.294 Eh. The calculation puts the highest occupied orbital energy at -0.410 Eh.

Geometry as ORCA input:
```
! wB97M-V def2-TZVPD RIJCOSX def2/J DEFGRID3
* xyz 1 1
C -2.41 6.88 3.03
C -1.91 5.57 3.61
N -0.93 4.89 2.74
C -1.37 4.70 1.38
C -0.32 3.84 0.65
N 0.22 4.51 -0.53
C 0.33 3.94 -1.66
N -0.03 2.62 -1.90
C 0.63 2.22 -3.16
C 1.22 0.81 -3.12
C 0.37 -0.20 -2.38
O -0.50 -0.86 -3.31
C -1.81 -0.69 -2.96
O -2.44 0.28 -3.31
C 1.65 3.37 -3.26
S 2.35 3.64 -4.90
O 1.64 2.85 -5.86
O 2.33 5.05 -5.13
C 4.16 3.15 -4.93
F 4.39 2.86 -6.23
F 4.89 4.21 -4.59
C 4.55 1.90 -4.11
F 5.88 1.75 -4.21
F 4.23 2.05 -2.82
F 3.94 0.81 -4.61
N 0.90 4.54 -2.81
C -0.26 4.98 -3.66
C -0.22 6.49 -3.84
C -1.50 6.96 -4.55
S -1.03 8.06 -5.91
C -0.58 3.62 3.34
C -1.44 2.40 3.11
O 0.44 3.55 4.00
H -3.26 6.70 2.37
H -2.74 7.53 3.82
H -1.65 7.35 2.43
H -1.41 5.77 4.54
H -2.74 4.89 3.84
H -2.35 4.20 1.33
H -1.51 5.63 0.85
H -0.75 2.90 0.38
H 0.53 3.64 1.29
H 0.55 5.46 -0.46
H -1.04 2.52 -2.00
H -0.10 2.20 -3.96
H 1.30 0.49 -4.15
H 2.23 0.80 -2.73
H 1.02 -0.94 -1.94
H -0.21 0.24 -1.58
H -2.27 -1.44 -2.32
H 2.34 3.17 -2.45
H -0.28 4.48 -4.62
H -1.21 4.77 -3.17
H -0.16 6.90 -2.84
H 0.69 6.77 -4.36
H -2.14 7.47 -3.84
H -2.00 6.10 -4.97
H -2.05 7.86 -6.76
H -0.77 1.57 2.97
H -2.03 2.46 2.21
H -2.08 2.19 3.96
C -1.44 -3.20 3.00
C -1.66 -2.17 1.92
O -0.86 -1.00 2.05
C 0.54 -1.19 2.01
C 1.04 -1.79 0.71
H -1.57 -2.75 3.99
H -2.15 -4.01 2.89
H -0.43 -3.63 2.96
H -2.69 -1.82 1.96
H -1.51 -2.61 0.93
H 0.88 -1.78 2.87
H 0.97 -0.19 2.13
H 0.69 -2.82 0.58
H 2.13 -1.80 0.70
H 0.68 -1.22 -0.15
C -6.13 -3.94 0.53
C -4.94 -4.45 1.32
O -4.87 -3.96 2.65
C -5.96 -4.27 3.49
C -6.17 -5.76 3.70
H -6.16 -2.85 0.55
H -6.07 -4.27 -0.50
H -7.08 -4.30 0.94
H -4.02 -4.12 0.84
H -4.92 -5.55 1.32
H -6.88 -3.80 3.13
H -5.73 -3.80 4.45
H -6.47 -6.26 2.78
H -6.95 -5.93 4.45
H -5.24 -6.23 4.05
C -2.22 -8.78 -2.55
C -3.41 -7.88 -2.29
O -3.26 -7.04 -1.16
C -2.19 -6.12 -1.21
C -2.28 -5.13 -2.36
H -1.97 -9.35 -1.65
H -2.44 -9.47 -3.36
H -1.33 -8.20 -2.83
H -4.29 -8.50 -2.07
H -3.66 -7.29 -3.18
H -1.23 -6.65 -1.23
H -2.23 -5.57 -0.27
H -2.18 -5.62 -3.33
H -1.49 -4.38 -2.28
H -3.25 -4.62 -2.35
C 3.50 -5.00 4.63
C 3.27 -4.74 3.16
O 3.28 -3.36 2.81
C 4.50 -2.68 3.06
C 5.69 -3.23 2.30
H 2.80 -4.43 5.24
H 3.37 -6.06 4.85
H 4.51 -4.72 4.94
H 2.27 -5.09 2.88
H 3.98 -5.30 2.54
H 4.70 -2.64 4.14
H 4.31 -1.65 2.75
H 5.95 -4.23 2.64
H 6.56 -2.59 2.46
H 5.47 -3.28 1.24
C 3.52 1.77 2.33
C 3.22 2.00 0.85
O 3.16 3.37 0.47
C 4.35 4.11 0.66
C 5.54 3.59 -0.12
H 2.82 2.32 2.95
H 3.43 0.70 2.56
H 4.53 2.08 2.61
H 2.23 1.60 0.63
H 3.93 1.46 0.22
H 4.59 4.18 1.73
H 4.12 5.13 0.33
H 5.85 2.60 0.23
H 6.39 4.26 -0.01
H 5.29 3.50 -1.18
*
```


No. 2
A cluster of 5 separate species, C37H80N4O5 in total, computed with ωB97M-V/def2-TZVPD.

As for the frontier orbital gap (alpha / beta): 0.272 / 0.124 Eh. The calculation puts the highest occupied orbital energy (alpha / beta) at -0.359 / -0.359 Eh.

Geometry as ORCA input:
```
! wB97M-V def2-TZVPD RIJCOSX def2/J DEFGRID3
* xyz 1 2
C -9.71 22.30 22.96
C -9.89 21.34 24.08
C -8.73 21.40 25.16
C -8.92 22.60 26.09
C -10.24 22.57 26.83
C -11.54 22.46 25.94
N -11.30 21.52 24.77
O -12.39 21.16 23.90
C -12.68 21.84 26.75
C -11.90 23.85 25.42
C -9.77 19.88 23.61
H -10.28 22.16 22.04
H -8.66 22.48 22.76
H -9.93 23.32 23.27
H -8.93 20.51 25.75
H -7.76 21.57 24.69
H -8.71 23.61 25.73
H -8.08 22.50 26.78
H -10.22 23.50 27.39
H -10.16 21.83 27.62
H -13.17 22.50 27.46
H -13.47 21.48 26.09
H -12.29 20.99 27.31
H -12.08 24.61 26.17
H -11.16 24.24 24.72
H -12.87 23.73 24.93
H -10.36 19.26 24.28
H -8.82 19.49 23.25
H -10.34 19.70 22.71
H -12.11 21.39 23.01
C -17.07 19.59 25.86
C -18.09 19.15 26.91
C -18.54 17.76 26.24
C -19.23 16.93 27.36
C -18.24 16.72 28.52
C -17.87 18.08 29.25
N -17.35 19.03 28.17
O -16.59 20.08 28.52
C -19.00 18.64 30.13
C -16.68 17.67 30.19
C -19.23 20.28 26.86
H -16.28 18.85 25.78
H -16.50 20.49 26.04
H -17.52 19.78 24.89
H -19.45 17.90 25.65
H -17.75 17.26 25.68
H -19.47 15.94 26.98
H -20.15 17.35 27.76
H -17.35 16.13 28.29
H -18.76 16.13 29.27
H -18.71 18.72 31.18
H -19.26 19.63 29.77
H -19.88 18.00 30.09
H -16.16 18.44 30.76
H -17.02 17.04 31.01
H -15.81 17.19 29.75
H -18.90 21.25 27.22
H -20.09 20.06 27.49
H -19.59 20.49 25.85
H -17.14 20.78 28.90
C -12.22 15.04 21.64
C -13.18 16.27 21.88
C -12.36 17.51 21.49
C -13.19 18.82 21.50
C -14.20 18.68 20.39
C -15.20 17.43 20.58
N -14.38 16.25 21.01
O -15.23 15.07 21.20
C -16.20 17.89 21.60
C -15.87 17.27 19.18
C -13.55 16.36 23.33
H -11.38 14.89 22.32
H -11.98 15.06 20.58
H -12.82 14.13 21.60
H -11.55 17.59 22.22
H -11.86 17.28 20.55
H -12.55 19.70 21.42
H -13.59 18.96 22.50
H -13.65 18.63 19.45
H -14.83 19.57 20.31
H -16.96 18.50 21.13
H -16.55 16.99 22.11
H -15.82 18.52 22.40
H -15.85 18.21 18.63
H -15.17 16.74 18.53
H -16.83 16.76 19.13
H -14.37 17.01 23.62
H -12.78 16.74 24.01
H -13.72 15.37 23.76
H -15.53 15.21 22.10
C -13.42 22.81 19.76
C -13.81 22.96 18.27
C -15.36 22.92 18.18
C -15.89 23.46 16.82
C -15.34 24.93 16.66
C -13.75 25.09 16.77
N -13.31 24.31 17.96
O -11.99 24.58 18.27
C -13.13 24.54 15.43
C -13.35 26.54 16.87
C -13.23 21.82 17.56
H -13.74 21.87 20.22
H -13.80 23.60 20.40
H -12.33 22.75 19.78
H -15.69 21.90 18.36
H -15.65 23.43 19.10
H -16.98 23.49 16.79
H -15.57 22.83 15.99
H -15.74 25.58 17.44
H -15.75 25.39 15.76
H -12.11 24.20 15.55
H -13.61 23.59 15.17
H -13.36 25.33 14.72
H -13.59 26.93 17.85
H -12.27 26.61 16.70
H -13.94 27.15 16.19
H -13.54 21.77 16.51
H -13.64 20.90 17.95
H -12.14 21.84 17.62
H -12.00 25.24 18.96
C -15.80 21.81 22.38
O -15.12 22.87 23.02
H -16.38 21.93 21.47
H -15.19 20.97 22.03
H -16.58 21.43 23.04
H -14.81 22.27 23.71
*
```


No. 3
A cluster of 3 separate species, C37H81BN7O7P2 in total, computed with ωB97M-V/def2-TZVPD.

As for the frontier orbital gap: 0.141 Eh. The calculation puts the highest occupied orbital energy at -0.146 Eh.

Geometry as ORCA input:
```
! wB97M-V def2-TZVPD RIJCOSX def2/J DEFGRID3
* xyz -1 1
C 6.73 -4.65 0.48
O 8.14 -4.61 0.65
C 8.78 -5.82 0.25
C 9.77 -5.62 -0.91
C 9.09 -5.52 -2.30
C 8.77 -4.08 -2.78
C 9.91 -3.06 -2.58
C 9.85 -2.25 -1.25
C 9.24 -0.82 -1.44
C 7.71 -0.97 -1.68
C 6.84 0.02 -0.87
C 5.36 0.01 -1.34
C 4.75 -1.42 -1.21
C 4.83 -2.22 -2.55
C 3.51 -2.73 -3.10
O 2.71 -3.52 -2.28
B 1.67 -3.94 -3.26
O 1.46 -2.65 -4.05
C 2.43 -1.73 -3.70
O 3.03 -1.04 -4.80
C 1.89 -0.57 -2.81
C 0.55 -0.82 -2.08
C 0.67 -1.59 -0.73
N -0.22 -2.72 -0.65
C -0.11 -3.45 0.62
C 0.76 -4.68 0.36
C 2.04 -4.72 0.90
C 2.83 -5.83 0.61
C 2.39 -6.86 -0.20
C 1.09 -6.82 -0.71
C 0.30 -5.72 -0.42
O -0.98 -5.68 -0.95
H 6.29 -3.74 0.92
H 6.50 -4.70 -0.60
H 6.30 -5.52 1.00
H 8.08 -6.65 0.06
H 9.39 -6.14 1.11
H 10.37 -6.55 -0.92
H 10.47 -4.81 -0.68
H 9.64 -6.05 -3.09
H 8.12 -6.05 -2.22
H 8.60 -4.15 -3.87
H 7.81 -3.78 -2.35
H 10.02 -2.37 -3.43
H 10.86 -3.62 -2.55
H 9.24 -2.76 -0.49
H 10.85 -2.13 -0.80
H 9.48 -0.17 -0.59
H 9.68 -0.45 -2.38
H 7.45 -0.84 -2.74
H 7.43 -1.97 -1.32
H 6.84 -0.34 0.18
H 7.25 1.05 -0.84
H 5.30 0.39 -2.37
H 4.81 0.71 -0.68
H 3.74 -1.40 -0.80
H 5.38 -1.92 -0.46
H 5.40 -1.66 -3.31
H 5.45 -3.11 -2.34
H 3.77 -3.35 -3.99
H 0.66 -4.39 -2.77
H 2.13 -4.70 -4.12
H 3.67 -1.63 -5.23
H 1.71 0.27 -3.50
H 2.60 -0.20 -2.06
H -0.20 -1.31 -2.73
H 0.13 0.17 -1.85
H 0.44 -0.85 0.07
H 1.72 -1.88 -0.59
H -1.18 -2.48 -0.87
H -1.10 -3.72 1.02
H 0.42 -2.79 1.33
H 2.43 -3.92 1.52
H 3.84 -5.89 1.01
H 3.04 -7.70 -0.42
H 0.75 -7.63 -1.35
H -0.91 -6.04 -1.84
O -2.29 1.61 -0.93
P -3.47 2.56 -0.89
N -4.01 2.36 -2.52
C -3.16 2.69 -3.65
C -4.64 1.06 -2.72
N -2.54 4.01 -0.56
C -1.98 4.85 -1.59
C -1.54 3.83 0.50
N -4.91 3.43 -0.52
C -5.68 4.26 -1.42
C -5.12 3.75 0.88
H -3.68 2.45 -4.59
H -2.21 2.15 -3.65
H -2.97 3.76 -3.71
H -5.42 0.90 -1.98
H -3.91 0.24 -2.63
H -5.11 1.00 -3.70
H -1.24 4.32 -2.21
H -1.48 5.72 -1.15
H -2.76 5.27 -2.23
H -0.63 3.34 0.13
H -1.94 3.21 1.31
H -1.28 4.80 0.93
H -5.09 5.07 -1.86
H -6.51 4.73 -0.89
H -6.13 3.68 -2.22
H -4.74 4.74 1.14
H -4.62 3.01 1.52
H -6.18 3.70 1.15
O -7.73 3.83 3.80
P -9.04 4.45 4.26
N -8.50 6.08 4.02
C -7.31 6.60 4.69
C -8.46 6.43 2.60
N -8.96 3.84 5.90
C -8.22 4.50 6.96
C -8.72 2.40 5.98
N -10.58 5.17 4.65
C -10.82 6.47 5.25
C -11.69 4.24 4.82
H -7.13 7.63 4.36
H -6.41 6.01 4.49
H -7.46 6.68 5.76
H -9.43 6.22 2.14
H -7.70 5.86 2.06
H -8.27 7.49 2.47
H -7.14 4.54 6.74
H -8.35 3.96 7.90
H -8.59 5.51 7.15
H -7.66 2.15 5.84
H -9.29 1.87 5.21
H -9.06 2.01 6.94
H -10.32 6.58 6.21
H -11.89 6.61 5.42
H -10.51 7.28 4.60
H -11.81 3.96 5.88
H -11.52 3.33 4.25
H -12.62 4.67 4.46
*
```